1.
{"formula": "C3H7NO2S", "method": "ωB97M-V/def2-TZVPD", "species": ["O", "C", "O", "N", "C", "C", "S", "H", "H", "H", "H", "H", "H", "H"], "xyz": [[1.801, 0.339, 1.645], [1.053, 1.143, 1.150], [0.903, 2.425, 1.579], [0.203, 0.914, 0.109], [0.146, -0.402, -0.496], [-1.214, -1.081, -0.354], [-1.795, -1.879, -1.843], [1.672, 2.709, 2.091], [-0.179, 1.734, -0.307], [0.362, -0.240, -1.561], [0.951, -1.067, -0.205], [-1.266, -1.790, 0.476], [-1.999, -0.369, -0.090], [-0.636, -2.437, -2.192]], "atomic_forces_ev_per_a": [[0.2, 0.0, 0.1], [-0.3, 0.1, 0.0], [0.1, 0.4, -0.2], [1.0, -0.8, 1.4], [-0.3, 0.5, -1.6], [-0.4, 0.0, 0.9], [-0.3, -0.2, -0.5], [-0.1, -0.4, 0.1], [-0.4, 0.1, -0.4], [-0.4, -0.1, 0.0], [0.1, 0.3, 0.7], [0.4, 0.0, -0.1], [0.2, 0.3, -0.3], [0.1, -0.2, 0.0]], "orbital_gap_ha": 0.3643, "e_homo_ha": -0.339, "smiles": "O=C(O)NCCS", "e_above_lowest_ev": 0.203, "molar_mass_da": 121.16, "max_force_ev_per_a": 1.9, "total_energy_ev": -19645.4011}

=====

2.
{"formula": "C3H7NO2S", "method": "ωB97M-V/def2-TZVPD", "species": ["C", "C", "C", "N", "O", "O", "S", "H", "H", "H", "H", "H", "H", "H"], "xyz": [[-0.742, 0.486, 1.833], [0.598, -0.226, -2.024], [-0.114, -0.151, 0.618], [1.295, -0.051, 0.914], [1.950, -1.061, 0.793], [-1.836, 0.555, -1.011], [-0.390, 0.803, -0.928], [-1.020, -0.225, 2.566], [-1.492, 1.135, 1.372], [-0.057, 1.246, 2.138], [0.822, -1.123, -1.424], [1.468, 0.245, -2.250], [0.093, -0.418, -2.962], [-0.575, -1.215, 0.364]], "atomic_forces_ev_per_a": [[-0.5, 1.8, -2.5], [-2.2, -2.1, 1.3], [0.0, -2.4, -0.1], [1.5, -1.2, -0.5], [-0.5, 0.5, 0.1], [-1.0, -0.2, -1.1], [0.1, 1.1, 0.8], [-0.5, -0.3, 0.7], [-1.1, -0.6, 0.8], [0.8, 0.2, 1.0], [-0.1, -0.1, -0.8], [2.7, 1.7, -0.4], [-0.5, -0.2, 0.1], [1.3, 1.9, 0.5]], "orbital_gap_ha": [0.3199, 0.3199], "e_homo_ha": [-0.337, -0.337], "e_above_lowest_ev": 5.014, "molar_mass_da": 121.16, "max_force_ev_per_a": 3.3, "total_energy_ev": -19640.5902}

=====

What did the second record say?
{"formula": "C3H7NO2S", "method": "ωB97M-V/def2-TZVPD", "species": ["C", "C", "C", "N", "O", "O", "S", "H", "H", "H", "H", "H", "H", "H"], "xyz": [[-0.742, 0.486, 1.833], [0.598, -0.226, -2.024], [-0.114, -0.151, 0.618], [1.295, -0.051, 0.914], [1.950, -1.061, 0.793], [-1.836, 0.555, -1.011], [-0.390, 0.803, -0.928], [-1.020, -0.225, 2.566], [-1.492, 1.135, 1.372], [-0.057, 1.246, 2.138], [0.822, -1.123, -1.424], [1.468, 0.245, -2.250], [0.093, -0.418, -2.962], [-0.575, -1.215, 0.364]], "atomic_forces_ev_per_a": [[-0.5, 1.8, -2.5], [-2.2, -2.1, 1.3], [0.0, -2.4, -0.1], [1.5, -1.2, -0.5], [-0.5, 0.5, 0.1], [-1.0, -0.2, -1.1], [0.1, 1.1, 0.8], [-0.5, -0.3, 0.7], [-1.1, -0.6, 0.8], [0.8, 0.2, 1.0], [-0.1, -0.1, -0.8], [2.7, 1.7, -0.4], [-0.5, -0.2, 0.1], [1.3, 1.9, 0.5]], "orbital_gap_ha": [0.3199, 0.3199], "e_homo_ha": [-0.337, -0.337], "e_above_lowest_ev": 5.014, "molar_mass_da": 121.16, "max_force_ev_per_a": 3.3, "total_energy_ev": -19640.5902}

=====

Repeat the second record exactly.
{"formula": "C3H7NO2S", "method": "ωB97M-V/def2-TZVPD", "species": ["C", "C", "C", "N", "O", "O", "S", "H", "H", "H", "H", "H", "H", "H"], "xyz": [[-0.742, 0.486, 1.833], [0.598, -0.226, -2.024], [-0.114, -0.151, 0.618], [1.295, -0.051, 0.914], [1.950, -1.061, 0.793], [-1.836, 0.555, -1.011], [-0.390, 0.803, -0.928], [-1.020, -0.225, 2.566], [-1.492, 1.135, 1.372], [-0.057, 1.246, 2.138], [0.822, -1.123, -1.424], [1.468, 0.245, -2.250], [0.093, -0.418, -2.962], [-0.575, -1.215, 0.364]], "atomic_forces_ev_per_a": [[-0.5, 1.8, -2.5], [-2.2, -2.1, 1.3], [0.0, -2.4, -0.1], [1.5, -1.2, -0.5], [-0.5, 0.5, 0.1], [-1.0, -0.2, -1.1], [0.1, 1.1, 0.8], [-0.5, -0.3, 0.7], [-1.1, -0.6, 0.8], [0.8, 0.2, 1.0], [-0.1, -0.1, -0.8], [2.7, 1.7, -0.4], [-0.5, -0.2, 0.1], [1.3, 1.9, 0.5]], "orbital_gap_ha": [0.3199, 0.3199], "e_homo_ha": [-0.337, -0.337], "e_above_lowest_ev": 5.014, "molar_mass_da": 121.16, "max_force_ev_per_a": 3.3, "total_energy_ev": -19640.5902}